The following is a quantum chemistry calculation of an isolated molecule of CH2FNOS, from the Open Molecules 2025 dataset.

XYZ file:
```
7
Properties=species:S:1:pos:R:3:nbo_charge:R:1
C -0.963 0.001 0.118 0.967
N 0.450 -0.441 0.394 -0.862
O -1.218 1.044 -0.331 -0.553
F -1.839 -0.988 0.029 -0.314
S 1.653 0.674 0.233 0.230
H 0.726 -1.401 0.530 0.419
H 1.190 1.112 -0.974 0.113
```

Values from the calculation:
* F_max: 0.09029 Eh/bohr
* total charge: 0
* frontier orbital gap: 9.75 eV
* M: 95.1 g mol⁻¹


The following is a quantum chemistry calculation of a cluster of 2 separate species, CH2FNOS in total, from the Open Molecules 2025 dataset.

XYZ file:
```
7
Properties=species:S:1:pos:R:3:nbo_charge:R:1
C 0.646 1.485 1.043 0.990
N 0.574 0.567 0.164 -0.884
O 0.497 1.847 2.126 -0.432
F 0.671 2.954 -0.176 -0.674
S 0.527 -1.156 0.413 0.402
H 0.287 0.957 -0.724 0.480
H -0.400 -1.197 1.458 0.117
```

Values from the calculation:
* F_max: 0.11277 Eh/bohr
* multiplicity: 3
* total charge: 0
* frontier orbital gap (alpha / beta): 6.86 / 6.87 eV
* M: 95.1 g mol⁻¹


The following is a quantum chemistry calculation of an isolated molecule of CH2FO3P, from the Open Molecules 2025 dataset.

XYZ file:
```
8
Properties=species:S:1:pos:R:3:nbo_charge:R:1
C -0.986 -0.223 -0.368 0.613
O -1.518 -0.756 0.815 -0.682
O -1.096 -1.110 -1.414 -0.762
O -1.650 0.895 -0.983 -0.800
F -0.192 0.556 -3.141 -0.592
P -1.703 0.131 -2.493 1.624
H -1.323 -0.093 1.449 0.474
H 0.121 0.022 -0.086 0.125
```

Values from the calculation:
* F_max: 0.07926 Eh/bohr
* total charge: 0
* frontier orbital gap: 11.07 eV
* M: 112.0 g mol⁻¹


The following is a quantum chemistry calculation of a cluster of 2 separate species, CH2FO4S in total, from the Open Molecules 2025 dataset.

XYZ file:
```
9
Properties=species:S:1:pos:R:3:nbo_charge:R:1
C 0.390 0.816 -0.278 0.570
O 1.272 -1.599 -0.858 -0.993
O -0.609 -0.764 -2.190 -0.978
O -0.912 -1.328 0.203 -0.995
O -0.030 1.787 -0.820 -0.549
F 1.151 0.888 0.890 -0.375
S 0.002 -0.927 -0.858 2.324
H -0.926 0.708 1.766 -0.022
H -0.337 0.419 2.145 0.018
```

Values from the calculation:
* F_max: 0.03668 Eh/bohr
* total charge: -1
* frontier orbital gap: 9.82 eV
* M: 129.1 g mol⁻¹


The following is a quantum chemistry calculation of the ion CH2FO4S with charge -1, from the Open Molecules 2025 dataset.

XYZ file:
```
9
Properties=species:S:1:pos:R:3:nbo_charge:R:1
C -0.389 0.771 -0.100 0.172
O 1.970 -0.264 0.591 -1.016
O 1.045 -0.888 -1.576 -0.996
O -0.093 -1.638 0.508 -1.026
O -1.267 0.544 0.891 -0.733
F -0.856 0.859 -1.379 -0.358
S 0.746 -0.635 -0.160 2.313
H 0.101 1.738 0.387 0.147
H -1.256 -0.486 0.839 0.497
```

Values from the calculation:
* F_max: 0.08338 Eh/bohr
* total charge: -1
* frontier orbital gap: 9.39 eV
* M: 129.1 g mol⁻¹


The following is a quantum chemistry calculation of an isolated molecule of CH2FPS, from the Open Molecules 2025 dataset.

XYZ file:
```
6
Properties=species:S:1:pos:R:3:nbo_charge:R:1
C 0.412 -0.084 -0.639 -0.648
F -1.320 -1.297 1.064 -0.608
P 0.289 -0.156 1.222 0.913
S 0.832 1.314 -1.312 0.113
H 0.239 -0.914 -1.370 0.241
H -0.452 1.137 1.036 -0.012
```

Values from the calculation:
* F_max: 0.09533 Eh/bohr
* total charge: 0
* frontier orbital gap: 7.94 eV
* M: 96.1 g mol⁻¹


The following is a quantum chemistry calculation of a cluster of 2 separate species, CH2I2S3 in total, from the Open Molecules 2025 dataset.

XYZ file:
```
8
Properties=species:S:1:pos:R:3:nbo_charge:R:1
C -1.705 0.757 1.192 -0.462
S 1.573 -1.503 -2.086 -0.086
S -0.563 -0.329 1.654 0.139
S 2.536 -1.391 -0.321 -0.070
I -2.543 1.044 -0.731 0.136
I 2.451 0.985 0.338 0.028
H -2.029 1.580 1.696 0.173
H 0.279 -1.144 -1.743 0.141
```

Values from the calculation:
* F_max: 0.08095 Eh/bohr
* total charge: 0
* frontier orbital gap: 7.70 eV
* M: 364.0 g mol⁻¹


The following is a quantum chemistry calculation of a structure of composition CH2IN, from the Open Molecules 2025 dataset.

XYZ file:
```
5
Properties=species:S:1:pos:R:3:nbo_charge:R:1
C -0.318 -0.089 0.520 0.341
N 0.337 0.044 -0.462 -0.558
I 1.276 -0.634 2.805 -0.466
H -1.319 -0.165 0.938 0.246
H 1.334 -0.027 -0.577 0.437
```

Values from the calculation:
* F_max: 0.04304 Eh/bohr
* total charge: 0
* frontier orbital gap: 7.68 eV
* M: 154.9 g mol⁻¹


The following is a quantum chemistry calculation of an isolated molecule of CH2IN5, from the Open Molecules 2025 dataset.

XYZ file:
```
9
Properties=species:S:1:pos:R:3:nbo_charge:R:1
C 0.390 -1.258 0.078 0.074
N -0.599 -1.851 0.588 -0.296
N -1.663 -0.990 0.700 -0.135
N -1.416 0.242 0.458 -0.019
N -0.195 0.366 0.076 -0.043
N 0.417 1.559 -0.194 -0.627
I 2.265 -1.832 -0.467 0.288
H 1.111 1.542 -0.869 0.379
H -0.309 2.221 -0.370 0.380
```

Values from the calculation:
* F_max: 0.10353 Eh/bohr
* total charge: 0
* frontier orbital gap: 8.72 eV
* M: 211.0 g mol⁻¹


The following is a quantum chemistry calculation of a cluster of 2 separate species, CH2INO in total, from the Open Molecules 2025 dataset.

XYZ file:
```
6
Properties=species:S:1:pos:R:3:nbo_charge:R:1
C 2.104 -0.226 0.066 0.088
N 2.077 -1.218 -0.494 -0.323
O -1.332 1.044 0.929 -0.992
I -2.355 -0.373 0.254 0.975
H 2.214 0.755 0.443 0.233
H -2.708 0.018 -1.197 0.019
```

Values from the calculation:
* F_max: 0.04859 Eh/bohr
* total charge: 0
* frontier orbital gap: 8.94 eV
* M: 170.9 g mol⁻¹


The following is a quantum chemistry calculation of a structure of composition CH2INS, from the Open Molecules 2025 dataset.

XYZ file:
```
6
Properties=species:S:1:pos:R:3:nbo_charge:R:1
C 0.466 -0.464 -0.601 -0.206
N -0.370 0.946 0.410 -0.889
S 1.988 -0.754 -0.534 0.180
I -2.156 0.175 0.814 0.307
H -0.260 -1.013 -1.324 0.223
H 0.332 1.110 1.235 0.385
```

Values from the calculation:
* F_max: 0.09332 Eh/bohr
* total charge: 0
* frontier orbital gap: 8.10 eV
* M: 187.0 g mol⁻¹


The following is a quantum chemistry calculation of a cluster of 2 separate species, CH2IO2P in total, from the Open Molecules 2025 dataset.

XYZ file:
```
7
Properties=species:S:1:pos:R:3:nbo_charge:R:1
C 0.281 -0.155 -0.612 0.256
O 0.972 0.092 0.690 -0.802
O 0.069 1.155 -0.821 -0.777
P 0.660 1.677 0.607 1.152
I -2.294 -1.356 1.793 -0.179
H 0.958 -0.682 -1.158 0.172
H -0.646 -0.732 -0.500 0.178
```

Values from the calculation:
* F_max: 0.08263 Eh/bohr
* total charge: 0
* frontier orbital gap (alpha / beta): 8.97 / 4.11 eV
* M: 203.9 g mol⁻¹


Q: What is the F_max in the second record?
A: 0.11277 Eh/bohr


Copy entry 6 word for word.
The following is a quantum chemistry calculation of an isolated molecule of CH2FPS, from the Open Molecules 2025 dataset.

XYZ file:
```
6
Properties=species:S:1:pos:R:3:nbo_charge:R:1
C 0.412 -0.084 -0.639 -0.648
F -1.320 -1.297 1.064 -0.608
P 0.289 -0.156 1.222 0.913
S 0.832 1.314 -1.312 0.113
H 0.239 -0.914 -1.370 0.241
H -0.452 1.137 1.036 -0.012
```

Values from the calculation:
* F_max: 0.09533 Eh/bohr
* total charge: 0
* frontier orbital gap: 7.94 eV
* M: 96.1 g mol⁻¹


Q: Among the records above, which one has the lowest F_max?
A: number 4


Q: Which formula does entry 3 have?
A: CH2FO3P